17
Properties=species:S:1:pos:R:3 method="wB97M-V/def2-TZVPD" e_lumo_ev=0.5 smiles="[H]/N=C/C.NCC=O" e_above_lowest_kj_mol=396.6
O 0.81553 -0.98992 1.62452
N -2.71108 -0.08961 -0.10686
N 1.62857 1.19520 -0.92929
C -1.50581 -0.41134 -0.19386
C 1.68399 1.05105 0.48803
C -1.03724 -1.67396 -0.82045
C 0.49898 0.14109 1.31225
H -0.45640 -1.44222 -1.71555
H 1.12553 2.01539 -1.24971
H -0.39032 -2.22102 -0.13458
H 1.92211 2.02690 0.92781
H 2.55946 0.42066 0.68354
H -0.55847 0.39143 0.09907
H -0.05285 0.80457 2.00230
H 1.26191 0.32935 -1.32047
H -2.90464 0.75923 0.42464
H -1.87927 -2.30681 -1.09138

82
Properties=species:S:1:pos:R:3 method="wB97M-V/def2-TZVPD" total_charge=-2 e_lumo_ev="4.4 / 4.4" multiplicity=7
Tb -0.97615 -0.12838 -0.91412
S -3.81445 -0.74878 -1.94002
S -0.62765 -1.92858 -3.09972
F -1.62735 -4.41528 0.52718
F -3.53195 -1.84128 2.85158
F 3.79095 2.27712 -0.71032
F 1.52045 0.70192 -4.04202
F -3.67075 -3.26848 1.29168
F 1.81585 2.99272 -1.08562
F 3.16325 2.72702 -2.70722
F 2.38075 -1.12358 -3.29952
F -0.35405 -2.98958 -0.43442
F -2.53745 -3.73598 3.04668
F 0.19645 -3.85088 1.46758
F 3.63445 0.54252 -3.73952
O 0.83605 0.75552 -1.56472
O -1.53265 0.88082 -3.06192
O -2.02815 -1.28668 0.51868
N -1.56625 0.30962 -4.22472
N -0.37365 1.80652 0.88148
N -4.21995 1.46922 -0.39282
N -5.97915 0.65762 -1.54652
N -2.92615 1.55282 -0.04162
N 0.97195 -0.95388 0.59658
C -1.29525 -1.55638 -5.68212
C 4.26905 -0.43288 -1.03482
C 4.44745 -2.15188 0.58738
C 0.01955 -0.79988 4.68868
C 1.24905 -0.36468 4.21678
C 0.68155 -1.00788 1.92098
C 0.86365 1.96932 1.31018
C -1.56265 -2.11638 1.45228
C -4.63415 0.53792 -1.22562
C 2.14205 0.67552 -1.70792
C 2.74085 2.14892 -1.55962
C 5.07165 -1.32168 -0.33782
C -0.85465 -1.37228 3.77328
C 2.90895 -0.29118 -0.79682
C -1.18695 -1.00428 -4.39642
C -1.76035 -0.83128 -6.74812
C 1.24615 2.90282 2.26248
C -0.56185 -1.49108 2.42768
C -1.03295 3.56872 2.36148
C 1.57585 -0.48318 2.88898
C -1.99995 1.02342 -5.27312
C -2.11595 0.50062 -6.54012
C -2.68165 2.43302 0.89178
C 2.28155 -1.05788 0.22058
C -2.80565 -2.73558 2.16168
C -1.33435 2.60242 1.38258
C -0.37165 -0.66798 6.13418
C -3.77685 3.28022 1.50238
C -0.83975 -3.34518 0.76588
C 2.43215 0.20892 -3.19132
C 6.55505 -1.35918 -0.58112
C 0.26375 3.71472 2.80438
C 3.10655 -2.02238 0.84818
H -6.35865 -0.18488 -1.95062
H -6.55105 1.09552 -0.83882
H -2.48155 1.12352 -7.34292
H 2.54095 -0.13388 2.54868
H -1.85895 -1.28508 -7.72462
H -0.99905 -2.58678 -5.77592
H 1.60725 1.33382 0.85958
H -1.11395 0.12112 6.25798
H -3.62005 4.33612 1.27758
H 5.02245 -2.90428 1.11508
H -1.78845 -1.74328 4.16328
H 4.74185 0.19082 -1.78152
H 2.62875 -2.67358 1.56588
H -4.71985 2.95702 1.06918
H 1.96105 0.07942 4.90368
H -3.80655 3.14042 2.58318
H -1.80725 4.20502 2.76028
H 0.50715 4.45732 3.55578
H -2.25565 2.04642 -5.03702
H 7.03165 -2.08848 0.07148
H 6.77785 -1.62558 -1.61542
H 6.99735 -0.38058 -0.38272
H 0.49165 -0.42468 6.75138
H -0.81075 -1.59478 6.50028
H 2.27875 2.98412 2.56318

91
Properties=species:S:1:pos:R:3 method="wB97M-V/def2-TZVPD" total_charge=+3 e_lumo_ev="-10.9 / -10.9" multiplicity=2
Mn 0.50755 0.05265 -0.57298
N 2.47025 0.06535 -0.38358
N 1.63775 -3.31025 -0.11448
N -0.12395 -1.86695 -0.09578
N 0.03295 3.85305 1.19462
N -1.32135 -0.19155 -0.91188
N -0.23445 -3.90995 1.13242
N 1.85795 0.11225 1.82692
N 1.84585 3.28145 -0.15048
N 0.71265 0.03305 1.27142
N -0.10955 2.04705 -0.33448
C 2.02335 -3.14115 -1.50068
C -0.44365 -0.10465 2.03312
C 2.86995 0.11705 0.92982
C -3.58995 3.27555 -0.89128
C -0.67795 -0.95585 -5.04208
C -2.63275 -2.18975 -0.32838
C 0.37855 -3.02195 0.32532
C 4.22015 0.11955 1.30352
C -1.15115 -1.79495 -2.83218
C 0.39815 5.24095 1.41922
C -0.93875 -2.01285 -4.18178
C -3.56215 0.84535 -0.88598
C -0.63195 0.33225 -4.53748
C 5.18055 0.05115 0.31792
C -2.22655 3.33465 -0.64468
C -3.82555 -1.70255 -0.78338
C -1.02115 3.41455 2.08172
C -1.60225 -0.67085 1.44182
C -1.46995 -1.32755 0.04442
C -1.10065 -0.49955 -2.30308
C -1.48835 2.14565 -0.53008
C -4.26235 -0.38255 -0.98248
C 2.28955 3.05345 -1.51388
C -0.47595 0.30495 3.37132
C 2.59425 -4.02945 0.70292
C -4.25845 2.07115 -0.98038
C -1.11035 -3.57105 2.23672
C -0.03965 -5.33755 0.94262
C -0.83485 0.56785 -3.18408
C 4.77785 -0.04025 -1.01628
C -1.65625 0.25675 4.08492
C -2.81625 -0.19875 3.47442
C 3.42975 -0.02575 -1.31898
C 0.56835 3.08315 0.23322
C -2.16745 0.93535 -0.72568
C 2.85625 3.81835 0.74092
C -2.78205 -0.67605 2.16852
H -0.45695 1.16935 -5.19618
H -5.32125 2.05055 -1.15868
H -2.50585 -3.25665 -0.24118
H -0.88395 1.59395 -2.84078
H 0.50455 -5.78615 1.77442
H 1.62765 2.35255 -2.03158
H 4.47385 0.15245 2.34932
H -0.52315 5.81715 1.51912
H 6.22995 0.06065 0.56872
H -3.68105 -1.08025 1.72872
H -1.00595 -3.02125 -4.55858
H 1.82915 -4.05985 -2.06418
H -1.39575 -2.63875 -2.20498
H 3.79125 3.28555 0.56062
H -0.77775 -2.66105 2.73112
H 3.05005 4.87925 0.57602
H 0.48705 -5.53725 0.01502
H 1.46685 -2.32545 -1.96428
H 3.09785 -0.08125 -2.35208
H -1.66795 0.58615 5.11012
H -2.15335 -3.45475 1.93182
H 2.28675 -4.00905 1.74292
H 0.96415 5.37375 2.34092
H -1.06485 -4.37925 2.96432
H -4.13605 4.19735 -1.02178
H 2.56805 3.65195 1.77472
H 5.50945 -0.12385 -1.80568
H 3.55745 -3.52015 0.62432
H -1.17625 2.34295 2.01172
H -0.73735 3.66445 3.10482
H 0.96015 5.64445 0.58502
H -0.53435 -1.13535 -6.09608
H -4.58165 -2.44385 -1.00708
H 3.08915 -2.93035 -1.56338
H 3.30355 2.65295 -1.50778
H -1.96375 3.92205 1.86952
H -1.73195 4.29105 -0.60288
H 2.73865 -5.06215 0.38282
H -1.01935 -5.81545 0.88762
H 0.43775 0.68175 3.79982
H -3.74445 -0.21105 4.02262
H -5.31195 -0.28435 -1.22218
H 2.30545 3.99665 -2.06828

65
Properties=species:S:1:pos:R:3 method="wB97M-V/def2-TZVPD" e_lumo_ev=-0.2 e_above_lowest_kj_mol=43.2
Lu -0.29698 -0.98752 0.02804
O 1.19642 3.56042 -2.11081
O -0.03294 -1.06946 -2.01392
N 0.75207 0.15478 3.14043
C 1.15832 1.16142 5.18121
C 1.91771 1.83258 4.19490
C 1.34129 -2.63416 -3.43545
C -2.67825 -0.43199 0.11770
C 1.87367 -1.97267 1.15924
C 0.93311 -2.50682 2.07551
C -2.11744 0.14592 2.29291
C -2.30874 0.66072 0.98104
C 0.08297 -1.81094 -3.35364
C -1.02947 2.99966 -1.36682
C 0.32859 -3.26181 -0.01211
C -1.19486 -2.57040 -3.61401
C 1.66095 1.15686 2.95406
C -2.57982 -1.64441 0.89727
C 2.31065 1.50425 1.67745
C 1.55186 -2.47142 -0.13679
C -0.42304 -0.86617 5.13982
C 0.23706 0.21573 -2.84288
C -2.22350 -1.26305 2.23349
C 0.21053 -0.50831 -4.15781
C 0.00355 -3.31044 1.38100
C 0.24843 4.39820 -2.85715
C -1.12192 4.31201 -2.13852
C 0.46505 0.11232 4.48151
C 0.46820 2.86619 -1.07514
H 3.34572 1.81263 1.88479
H -2.05752 0.73532 3.21629
H 0.64640 5.43775 -2.88972
H -2.91649 -2.64202 0.59050
H 0.17282 3.99262 -3.88618
H -0.15514 -0.90947 6.20726
H -1.34770 -3.38318 -2.89930
H 0.96538 -2.39046 3.14912
H -2.10619 -1.94465 3.08706
H -0.31233 -1.87031 4.70780
H -1.21330 5.11280 -1.39399
H -1.47666 -0.55580 5.07712
H 2.58243 2.68173 4.32146
H 2.21557 -1.99214 -3.30763
H -2.33638 1.72014 0.73618
H -1.61542 2.98670 -0.44822
H 2.77414 -1.42152 1.41407
H -1.97205 4.35558 -2.81320
H 1.37799 -3.43238 -2.69144
H -2.06977 -1.91037 -3.58711
H -0.65801 -0.25949 -4.77386
H 1.14055 -0.39928 -4.71004
H -1.10020 -3.01195 -4.60759
H 2.33277 0.63510 1.00527
H 1.21458 0.60631 -2.54300
H 1.37241 -3.07273 -4.43687
H -1.39416 2.17224 -1.98934
H -3.12640 -0.34510 -0.87414
H 0.63230 3.29285 -0.06950
H 1.07684 1.33115 6.26588
H -0.61506 0.88186 -2.72005
H 2.18415 -2.39612 -1.02439
H -0.18171 -3.79514 -0.82504
H -0.75535 -3.95123 1.83059
H 1.79197 2.34110 1.19204
H 0.85038 1.81600 -1.01534

E_tot readings, ordered: -343.0504 -4646.2783 -3133.3137 -2414.8183 a.u.